Record 1
DFT (ωB97M-V/def2-TZVPD) results for C5H5F3N2O as an isolated structure at a distorted geometry.

- calculated total energy (eV) = -18441.1457
- gap between HOMO and LUMO (alpha / beta) (Eh) = 0.2582 / 0.2583
- relative energy (zero: lowest compared OMol25 entry of this formula, charge and spin) (kJ/mol) = 455.3
- highest occupied orbital energy (alpha / beta) (eV) = -10.591 / -10.594

Last column: natural (NBO) charge in e.
CARTESIAN COORDINATES (ANGSTROEM)
C (-0.35420, 1.41838, 1.78116)  0.184
C (0.26644, 1.34228, -0.35835)  0.014
C (-0.16769, 0.17799, 0.15759)  0.616
C (0.55124, 1.86121, -1.72340)  -0.624
C (-0.21051, -2.74062, -0.18875)  1.125
N (0.01093, 2.08580, 0.71251)  -0.308
N (-0.50058, 0.13845, 1.44758)  -0.575
O (-1.15641, -2.23965, -0.72069)  -0.661
F (1.07906, -2.25955, -0.45493)  -0.390
F (-0.09124, -4.04126, -0.34901)  -0.332
F (-0.26419, -2.60073, 1.32930)  -0.499
H (-0.44031, 1.92391, 2.68103)  0.224
H (-0.28892, 2.33104, -2.12361)  0.241
H (1.42398, 2.46888, -1.70567)  0.239
H (0.83858, 0.93771, -2.23467)  0.244
H (-0.69619, -0.80383, 1.74991)  0.501

---

Record 2
DFT (ωB97M-V/def2-TZVPD) results for a 9-piece molecular cluster, C69H62FN9O22 overall at a distorted geometry.

- structure (SMILES) = CC(=O)OCCCCCc1cc(N(C(C)=O)C(C)=O)c2c(c1F)C(=O)C=CC2=O.O=[N+]([O-])c1ccccc1.O=[N+]([O-])c1ccccc1.O=[N+]([O-])c1ccccc1.O=[N+]([O-])c1ccccc1.O=[N+]([O-])c1ccccc1.O=[N+]([O-])c1ccccc1.O=[N+]([O-])c1ccccc1.O=[N+]([O-])c1ccccc1
- calculated total energy (eV) = -133707.8584
- gap between HOMO and LUMO (Eh) = 0.2996
- highest occupied orbital energy (eV) = -9.020

Last column: Mulliken charge in e.
CARTESIAN COORDINATES (ANGSTROEM)
C (-4.86905, -2.48879, -2.72021)  0.050
C (-4.19814, -3.57755, -3.64246)  0.705
O (-4.59875, -3.77421, -4.76689)  -0.570
O (-3.16903, -4.30834, -3.08334)  -0.287
C (-2.73211, -5.37283, -3.97851)  -0.502
C (-1.45025, -5.99306, -3.28228)  -0.970
C (-0.34915, -4.83254, -3.25068)  0.467
C (0.05435, -4.53149, -1.75667)  -0.890
C (1.26513, -3.50873, -1.77770)  -1.245
C (0.84738, -2.03838, -1.43719)  0.184
C (0.60919, -1.04170, -2.49416)  0.467
C (0.24902, 0.34477, -2.20245)  -0.497
N (0.03170, 1.40105, -3.18406)  0.485
C (0.73016, 1.17972, -4.43519)  0.811
C (2.22547, 0.78722, -4.57509)  -0.555
O (0.08842, 1.36041, -5.45845)  -0.582
C (-1.39362, 1.57026, -3.53334)  0.163
C (-2.38406, 0.40876, -3.85429)  -0.910
O (-1.81075, 2.69692, -3.61171)  -0.626
C (0.08840, 0.71086, -0.77319)  0.478
C (0.33352, -0.29912, 0.28421)  0.538
C (0.73324, -1.67379, -0.01423)  0.193
F (0.98631, -2.56193, 0.99344)  -0.395
C (0.17719, 0.13460, 1.77946)  -0.081
O (-0.18493, -0.61113, 2.65651)  -0.537
C (0.50653, 1.64139, 2.06058)  -0.449
C (0.26299, 2.56803, 1.09757)  -0.699
C (-0.33333, 2.12302, -0.27944)  0.226
O (-1.09586, 2.86433, -0.84939)  -0.476
H (-5.91567, -2.35738, -3.10778)  0.130
H (-4.28336, -1.54126, -2.80620)  -0.331
H (-4.87274, -2.83219, -1.65163)  0.320
H (-3.53283, -6.13987, -4.13306)  0.427
H (-2.39557, -4.92432, -4.94567)  0.241
H (-1.66056, -6.34779, -2.23993)  0.378
H (-1.05903, -6.83393, -3.91398)  0.354
H (-0.72052, -3.88283, -3.71348)  -0.209
H (0.53200, -5.20525, -3.82687)  0.384
H (0.43200, -5.49856, -1.31643)  0.327
H (-0.79998, -4.14884, -1.13474)  0.308
H (2.04408, -3.84040, -1.04539)  0.642
H (1.77970, -3.45013, -2.77993)  0.199
H (0.74216, -1.38238, -3.55525)  0.236
H (2.24273, -0.20598, -5.11395)  0.170
H (2.75491, 0.62072, -3.60620)  -0.127
H (2.80943, 1.49114, -5.22823)  0.444
H (-3.07149, 0.14889, -3.01240)  0.072
H (-3.03694, 0.78200, -4.69312)  0.441
H (-1.82049, -0.47258, -4.26242)  0.202
H (0.94850, 1.87833, 3.05455)  0.387
H (0.48894, 3.63401, 1.32199)  0.418
O (-7.28192, 3.00118, -4.70978)  -0.611
N (-7.50062, 3.78930, -3.80668)  1.048
O (-8.61311, 4.15030, -3.46128)  -0.623
C (-6.34812, 4.34422, -3.08918)  0.112
C (-5.06315, 3.98528, -3.47707)  -0.459
C (-3.97460, 4.53010, -2.81092)  -0.253
C (-4.17610, 5.42213, -1.76420)  -0.620
C (-5.46581, 5.76821, -1.37616)  -0.340
C (-6.55891, 5.22914, -2.03978)  -0.432
H (-4.89543, 3.29141, -4.29088)  0.471
H (-2.96840, 4.26207, -3.10898)  0.566
H (-3.32356, 5.85024, -1.24881)  0.414
H (-5.61814, 6.46176, -0.55764)  0.372
H (-7.55897, 5.50681, -1.73242)  0.440
O (4.78134, -1.32672, -3.06800)  -0.640
N (4.55452, -0.55054, -2.15672)  1.019
O (3.43984, -0.17852, -1.82763)  -0.405
C (5.69303, -0.02199, -1.40261)  0.114
C (6.98436, -0.38752, -1.75991)  -0.519
C (8.05728, 0.13686, -1.05235)  -0.416
C (7.83308, 1.01396, 0.00370)  -0.505
C (6.53604, 1.36503, 0.35807)  -0.638
C (5.46026, 0.84737, -0.34618)  -0.137
H (7.16841, -1.06980, -2.57987)  0.443
H (9.06971, -0.13570, -1.32503)  0.376
H (8.67304, 1.42593, 0.55168)  0.387
H (6.36418, 2.04619, 1.18294)  0.425
H (4.45398, 1.12990, -0.06351)  0.525
O (-7.41380, -2.84939, -4.58601)  -0.644
N (-8.54763, -3.27182, -4.71542)  1.008
O (-9.55052, -2.68882, -4.33781)  -0.604
C (-8.71530, -4.57301, -5.36631)  -0.034
C (-7.59090, -5.27820, -5.77442)  -0.212
C (-7.75028, -6.52188, -6.36981)  -0.561
C (-9.02388, -7.04667, -6.55596)  -0.400
C (-10.14346, -6.32798, -6.15298)  -0.501
C (-9.99221, -5.08527, -5.55450)  -0.326
H (-6.59371, -4.87653, -5.63315)  0.594
H (-6.88050, -7.08471, -6.68672)  0.396
H (-9.14469, -8.02096, -7.01643)  0.374
H (-11.13436, -6.73933, -6.30256)  0.384
H (-10.86998, -4.53436, -5.24108)  0.477
O (5.65294, 2.94247, 4.70704)  -0.627
N (4.85331, 2.02475, 4.77246)  1.107
O (4.60373, 1.26181, 3.85462)  -0.619
C (4.13916, 1.82669, 6.03705)  -0.109
C (4.36811, 2.69770, 7.09449)  -0.478
C (3.67217, 2.51993, 8.28181)  -0.473
C (2.76103, 1.47752, 8.40563)  -0.387
C (2.54595, 0.60475, 7.34482)  -0.553
C (3.23576, 0.77713, 6.15355)  -0.192
H (5.07643, 3.51531, 7.01123)  0.683
H (3.83812, 3.19738, 9.11149)  0.423
H (2.21481, 1.34498, 9.33299)  0.382
H (1.83701, -0.20800, 7.44653)  0.386
H (3.05910, 0.09397, 5.33217)  0.504
O (2.11406, -4.19483, -5.28554)  -0.614
N (1.09696, -4.00027, -5.92897)  1.247
O (0.16886, -3.30313, -5.55744)  -0.590
C (0.97879, -4.65209, -7.23538)  0.085
C (1.99859, -5.48408, -7.67842)  -0.374
C (1.87187, -6.11817, -8.90609)  -0.503
C (0.73576, -5.91466, -9.68047)  -0.409
C (-0.27502, -5.07221, -9.23318)  -0.688
C (-0.15673, -4.43674, -8.00530)  -0.193
H (2.88714, -5.64891, -7.08257)  0.440
H (2.65801, -6.77450, -9.25922)  0.373
H (0.63723, -6.41585, -10.63683)  0.387
H (-1.15743, -4.91406, -9.84114)  0.388
H (-0.95104, -3.78467, -7.66416)  0.467
O (6.67161, 4.55784, 10.14844)  -0.608
N (7.07441, 4.19957, 9.05671)  1.038
O (6.45084, 4.32816, 8.01537)  -0.658
C (8.39312, 3.56619, 8.98655)  0.033
C (9.11894, 3.36746, 10.15388)  -0.414
C (10.35726, 2.74589, 10.08582)  -0.198
C (10.86173, 2.33298, 8.85840)  -0.630
C (10.13255, 2.54510, 7.69398)  -0.454
C (8.89186, 3.16376, 7.75447)  -0.301
H (8.73459, 3.68534, 11.11488)  0.501
H (10.92944, 2.58001, 10.99060)  0.370
H (11.82746, 1.84264, 8.80917)  0.387
H (10.53079, 2.22423, 6.73901)  0.382
H (8.32977, 3.32184, 6.84225)  0.502
O (-15.27173, -1.78814, -6.37299)  -0.607
N (-15.44692, -1.03048, -5.43432)  1.006
O (-16.53878, -0.65044, -5.04976)  -0.606
C (-14.26251, -0.53980, -4.72226)  0.065
C (-12.99888, -0.92151, -5.15397)  -0.342
C (-11.87942, -0.43679, -4.49245)  -0.293
C (-12.02879, 0.41803, -3.40726)  -0.610
C (-13.29765, 0.78675, -2.97596)  -0.365
C (-14.42178, 0.30799, -3.63441)  -0.330
H (-12.87199, -1.58678, -5.99831)  0.439
H (-10.88949, -0.72252, -4.82388)  0.428
H (-11.15214, 0.79951, -2.89596)  0.411
H (-13.40971, 1.45121, -2.12771)  0.369
H (-15.40553, 0.60337, -3.29288)  0.441
O (12.10888, 4.53114, 12.30949)  -0.576
N (11.37624, 4.37212, 13.26984)  1.005
O (11.00683, 3.28559, 13.68163)  -0.590
C (10.90220, 5.56746, 13.97348)  0.122
C (11.27141, 6.82350, 13.51062)  -0.302
C (10.80141, 7.95322, 14.16502)  -0.457
C (9.97401, 7.82132, 15.27373)  -0.382
C (9.61817, 6.55989, 15.73571)  -0.460
C (10.08205, 5.42560, 15.08475)  -0.333
H (11.91528, 6.93654, 12.64791)  0.437
H (11.07756, 8.93831, 13.80901)  0.368
H (9.60386, 8.70595, 15.77963)  0.371
H (8.97537, 6.46152, 16.60198)  0.370
H (9.79676, 4.44744, 15.45026)  0.434

---

Record 3
DFT (ωB97M-V/def2-TZVPD) results for one molecule with the formula C4H7N3O at a distorted geometry.

- structure (SMILES) = Cc1onnc1CN
- calculated total energy (eV) = -10776.9335
- gap between HOMO and LUMO (Eh) = 0.3792
- relative energy (zero: lowest compared OMol25 entry of this formula, charge and spin) (kJ/mol) = 271.5
- highest occupied orbital energy (eV) = -9.564

Last column: natural (NBO) charge in e.
CARTESIAN COORDINATES (ANGSTROEM)
C (1.80988, 1.28504, 0.04955)  -0.665
C (1.11570, -0.01343, 0.01780)  0.290
O (1.90913, -1.08531, 0.21368)  -0.271
N (1.19803, -2.18183, -0.03299)  0.084
N (0.03605, -1.78682, -0.24352)  -0.249
C (-0.14837, -0.51163, -0.24965)  0.021
C (-1.49163, 0.14931, -0.47762)  -0.239
N (-2.50132, -0.34997, 0.42754)  -0.818
H (2.70816, 1.18001, -0.56234)  0.244
H (1.21289, 2.12112, -0.30079)  0.235
H (2.03209, 1.40060, 1.16056)  0.240
H (-1.36620, 1.21777, -0.36462)  0.202
H (-1.79076, -0.00006, -1.56934)  0.205
H (-2.37104, -1.42664, 0.57150)  0.368
H (-2.35259, 0.00184, 1.36022)  0.353

---

Record 4
DFT (ωB97M-V/def2-TZVPD) results for one molecule with the formula C2H4N2O2S at a distorted geometry.

- structure (SMILES) = N/C(=N/O)C(=O)S
- calculated total energy (eV) = -20047.3042
- gap between HOMO and LUMO (Eh) = 0.3519
- relative energy (zero: lowest compared OMol25 entry of this formula, charge and spin) (kJ/mol) = 210.2
- highest occupied orbital energy (eV) = -9.392

Last column: natural (NBO) charge in e.
CARTESIAN COORDINATES (ANGSTROEM)
N (1.54850, -0.99320, 0.59760)  -0.789
C (0.26821, -0.47171, 0.32964)  0.260
N (-0.78048, -0.81157, 1.01558)  -0.174
O (-1.98093, -0.30810, 0.54800)  -0.559
C (0.27667, 0.67462, -0.74619)  0.334
O (1.31500, 1.29300, -0.96404)  -0.553
S (-1.19705, 0.94541, -1.64449)  0.075
H (2.18545, -0.16380, 0.63572)  0.391
H (1.63041, -1.37833, 1.52257)  0.383
H (-2.56275, -0.70476, 1.19667)  0.490
H (-0.70302, 1.91844, -2.49107)  0.142